Entry 1:
Density functional theory data (ωB97M-V/def2-TZVPD) for a cluster of 2 separate species, C4H13NOS2 in total.

Output
2S+1	1
E_LUMO	0.812	eV
E_tot	-1086.53703	a.u.
total charge	0
orbital gap	9.5	eV
energy above the lowest of the compared OMol25 structures with the same formula, charge and spin	116.22	kJ/mol

Geometry (Å):
C (0.961, -2.120, -2.167)
N (0.535, -0.728, -2.130)
C (-0.785, -0.515, -1.365)
C (-1.396, 0.776, -1.821)
C (-0.290, -0.606, 0.067)
S (-1.053, 0.659, 1.163)
S (-0.110, 0.450, 2.865)
H (1.869, -2.327, -2.753)
H (0.229, -2.734, -2.713)
H (1.042, -2.497, -1.145)
H (0.588, -0.417, -3.094)
H (-1.424, -1.347, -1.679)
H (-1.222, 0.903, -2.898)
H (-0.946, 1.644, -1.346)
H (-2.485, 0.883, -1.809)
H (-0.375, -1.610, 0.509)
H (0.796, -0.555, 0.130)
H (0.968, 1.265, 2.755)
O (2.486, 0.752, -0.220)
H (1.946, 0.592, -1.023)
H (3.301, 1.149, -0.586)

---

Entry 2:
Density functional theory data (ωB97M-V/def2-TZVPD) for a structure of composition ClNO7Rb3.

Output
2S+1	1
E_LUMO	-3.864	eV
E_tot	-1113.38240	a.u.
total charge	+1
orbital gap	6.9	eV
energy above the lowest of the compared OMol25 structures with the same formula, charge and spin	21.89	kJ/mol

Geometry (Å):
Rb (3.377, 2.248, 2.852)
Rb (-1.677, -1.376, 2.140)
Rb (3.123, -1.779, -1.366)
Cl (-1.867, -0.307, -1.578)
O (-2.331, -0.352, -2.923)
O (-1.905, -1.636, -0.936)
O (-0.528, 0.166, -1.412)
O (-2.788, 0.605, -0.883)
N (1.159, 0.578, 1.039)
O (1.414, -0.528, 0.539)
O (1.648, 1.633, 0.540)
O (0.375, 0.748, 1.986)

---

Entry 3:
Density functional theory data (ωB97M-V/def2-TZVPD) for the ion C6H6N3 with charge +1.

Output
2S+1	1
E_LUMO	-6.573	eV
E_tot	-396.05883	a.u.
total charge	+1
orbital gap	7.4	eV
energy above the lowest of the compared OMol25 structures with the same formula, charge and spin	419.49	kJ/mol

Geometry (Å):
C (-0.007, 2.297, -0.140)
C (1.824, 1.286, -0.445)
C (-1.445, -1.202, 0.353)
C (-0.480, -2.234, 0.019)
C (-1.319, 0.152, 0.394)
C (0.788, -2.189, -0.126)
N (1.308, 2.464, -0.354)
N (-0.237, 0.919, -0.098)
N (0.939, 0.305, -0.319)
H (-0.855, 2.965, 0.007)
H (2.853, 1.235, -0.650)
H (-2.311, -1.556, 0.727)
H (-0.867, -3.182, -0.187)
H (-1.973, 0.837, 0.774)
H (1.784, -2.096, 0.046)

---

Entry 4:
Density functional theory data (ωB97M-V/def2-TZVPD) for a cluster of 4 separate species, C4H15NO3 in total.

Output
2S+1	1
E_LUMO	0.232	eV
E_tot	-441.84942	a.u.
total charge	0
orbital gap	8.6	eV
energy above the lowest of the compared OMol25 structures with the same formula, charge and spin	85.21	kJ/mol

Geometry (Å):
C (-0.684, 0.951, -2.180)
C (0.143, 1.225, -0.959)
C (-0.142, 0.631, 0.207)
C (0.758, 0.841, 1.398)
N (-1.284, -0.127, 0.433)
H (-0.722, -0.102, -2.461)
H (-1.691, 1.363, -2.087)
H (-0.235, 1.342, -3.104)
H (1.119, 1.680, -1.035)
H (0.243, 0.607, 2.307)
H (1.047, 1.879, 1.329)
H (1.680, 0.257, 1.313)
H (-1.699, -0.511, -0.400)
H (-1.190, -0.831, 1.151)
O (3.024, -3.341, -3.245)
H (2.821, -3.480, -2.315)
H (3.680, -2.644, -3.321)
O (-3.627, 2.154, 0.890)
H (-3.078, 1.354, 0.871)
H (-3.051, 2.878, 0.633)
O (0.728, -2.148, 3.832)
H (0.678, -1.358, 3.280)
H (1.483, -2.622, 3.462)

---

Entry 5:
Density functional theory data (ωB97M-V/def2-TZVPD) for a cluster of 2 separate species, C2H6NO2 in total.

Output
2S+1	1
E_LUMO	4.052	eV
E_tot	-285.04804	a.u.
total charge	-1
orbital gap	7.7	eV
energy above the lowest of the compared OMol25 structures with the same formula, charge and spin	165.41	kJ/mol

Geometry (Å):
C (1.421, -1.777, -1.646)
O (0.450, -1.912, -0.580)
H (1.787, -2.861, -1.833)
H (1.027, -1.395, -2.568)
H (2.305, -1.136, -1.348)
C (-1.031, 1.214, 0.803)
N (0.109, 0.588, 0.803)
O (-1.370, 2.411, 1.014)
H (-1.847, 0.722, 0.168)
H (0.394, -1.092, -0.040)
H (0.588, 1.030, 1.585)

---

Entry 6:
Density functional theory data (ωB97M-V/def2-TZVPD) for a structure of composition C51H64BN5O3PS2Si4TeW.

Output
2S+1	1
E_LUMO (alpha / beta)	1.370 / 1.372	eV
E_tot	-5137.10311	a.u.
total charge	-1
orbital gap (alpha / beta)	4.9 / 4.9	eV

Geometry (Å):
W (1.836, -0.468, 0.522)
C (1.480, -4.449, -1.434)
C (1.338, -3.154, -0.705)
N (2.293, -2.346, -0.404)
N (3.604, -2.655, -0.704)
C (4.585, -1.921, -0.159)
N (5.830, -2.198, -0.601)
S (4.298, -0.812, 1.082)
C (0.044, -2.700, -0.203)
C (-1.046, -3.528, -0.144)
C (-1.994, -3.283, 0.908)
C (-1.992, -2.080, 1.503)
C (-1.199, -1.005, 0.878)
N (0.066, -1.460, 0.358)
H (2.395, -4.529, -2.017)
H (0.645, -4.571, -2.122)
H (1.458, -5.275, -0.722)
H (3.793, -3.282, -1.469)
H (5.935, -2.488, -1.564)
H (6.529, -1.521, -0.330)
H (-1.025, -4.486, -0.646)
H (-2.614, -4.098, 1.256)
H (-2.543, -1.869, 2.410)
H (-1.033, -0.147, 1.516)
O (1.550, -2.683, 4.609)
S (2.381, -2.275, 3.503)
O (3.280, -3.268, 2.973)
O (1.563, -1.593, 2.461)
C (3.339, -0.910, 4.135)
C (4.338, -1.244, 5.042)
C (5.011, -0.256, 5.735)
C (4.670, 1.073, 5.532)
C (3.688, 1.405, 4.614)
C (3.010, 0.427, 3.881)
P (1.799, 0.991, 2.591)
C (0.243, 1.186, 3.519)
C (-0.769, 2.010, 3.015)
C (-1.979, 2.112, 3.682)
C (-2.201, 1.381, 4.844)
C (-1.213, 0.538, 5.328)
C (0.006, 0.437, 4.668)
C (2.353, 2.705, 2.263)
C (1.813, 3.825, 2.889)
C (2.226, 5.102, 2.533)
C (3.190, 5.273, 1.552)
C (3.747, 4.162, 0.933)
C (3.327, 2.889, 1.282)
H (4.569, -2.290, 5.198)
H (5.791, -0.520, 6.439)
H (5.177, 1.858, 6.080)
H (3.456, 2.448, 4.448)
H (-0.619, 2.586, 2.109)
H (-2.751, 2.758, 3.282)
H (-3.149, 1.460, 5.360)
H (-1.386, -0.051, 6.220)
H (0.758, -0.242, 5.047)
H (1.061, 3.709, 3.658)
H (1.776, 5.962, 3.011)
H (3.492, 6.270, 1.256)
H (4.490, 4.285, 0.155)
H (3.734, 2.033, 0.755)
C (-5.422, -3.049, 1.946)
Si (-5.686, -1.272, 1.407)
C (-5.144, -0.146, 2.798)
C (-7.545, -1.090, 1.199)
Si (-4.748, -0.630, -0.646)
Te (-2.315, -0.139, -0.919)
Si (-5.258, -2.221, -2.273)
C (-4.496, -1.699, -3.904)
C (-4.515, -3.880, -1.815)
C (-7.106, -2.438, -2.547)
Si (-5.560, 1.504, -1.217)
C (-5.067, 2.704, 0.132)
C (-7.415, 1.623, -1.501)
C (-4.732, 2.050, -2.807)
H (-6.103, -3.263, 2.776)
H (-4.403, -3.229, 2.288)
H (-5.634, -3.756, 1.143)
H (-5.588, -0.469, 3.745)
H (-5.442, 0.887, 2.613)
H (-4.058, -0.150, 2.913)
H (-8.046, -1.276, 2.153)
H (-7.936, -1.799, 0.466)
H (-7.818, -0.090, 0.864)
H (-3.424, -1.525, -3.786)
H (-4.941, -0.774, -4.276)
H (-4.641, -2.475, -4.662)
H (-3.443, -3.766, -1.633)
H (-4.657, -4.595, -2.631)
H (-4.963, -4.297, -0.912)
H (-7.578, -1.496, -2.832)
H (-7.613, -2.804, -1.652)
H (-7.276, -3.160, -3.351)
H (-5.672, 2.576, 1.033)
H (-5.185, 3.733, -0.217)
H (-4.015, 2.563, 0.392)
H (-8.000, 1.388, -0.612)
H (-7.742, 0.954, -2.300)
H (-7.655, 2.648, -1.799)
H (-3.645, 2.038, -2.702)
H (-5.031, 3.074, -3.049)
H (-4.999, 1.407, -3.648)
C (2.665, 0.175, -1.209)
C (3.473, 0.419, -2.140)
C (4.360, 0.620, -3.145)
C (5.751, 0.202, -2.903)
C (6.320, 0.400, -1.637)
C (7.606, -0.028, -1.341)
C (8.372, -0.676, -2.304)
C (7.832, -0.863, -3.572)
C (6.552, -0.424, -3.870)
C (3.930, 1.209, -4.423)
C (2.572, 1.234, -4.770)
C (2.143, 1.797, -5.959)
C (3.053, 2.350, -6.852)
C (4.401, 2.347, -6.520)
C (4.831, 1.793, -5.324)
H (5.730, 0.909, -0.884)
H (8.010, 0.148, -0.351)
H (9.375, -1.014, -2.076)
H (8.417, -1.358, -4.340)
H (6.147, -0.591, -4.861)
H (1.854, 0.810, -4.079)
H (1.084, 1.804, -6.190)
H (2.716, 2.787, -7.784)
H (5.126, 2.794, -7.190)
H (5.883, 1.837, -5.070)
B (-0.608, 3.529, -0.673)
C (0.115, 2.182, -0.275)
N (0.676, 1.216, 0.025)
H (-1.172, 3.950, 0.328)
H (0.255, 4.295, -1.055)
H (-1.406, 3.265, -1.549)

---

Entry 7:
Density functional theory data (ωB97M-V/def2-TZVPD) for an isolated molecule of C4H7IOS.

Output
2S+1	1
E_LUMO	-0.215	eV
E_tot	-927.70845	a.u.
total charge	0
orbital gap	8.6	eV
energy above the lowest of the compared OMol25 structures with the same formula, charge and spin	0.00	kJ/mol

Geometry (Å):
C (-0.822, -0.468, -1.193)
C (-0.262, -0.431, 0.245)
C (-1.083, 0.695, 1.017)
C (1.109, 0.110, 0.077)
O (1.516, 1.008, -0.586)
S (2.393, -1.019, 0.884)
I (4.211, 0.001, -0.124)
H (-1.165, 0.565, -1.585)
H (-0.101, -0.800, -2.027)
H (-1.673, -0.972, -1.088)
H (-0.284, -1.449, 0.622)
H (-0.672, 1.635, 0.657)
H (-0.967, 0.543, 2.150)
H (-2.199, 0.583, 0.950)

---

Entry 8:
Density functional theory data (ωB97M-V/def2-TZVPD) for a structure of composition C21H36P2ReTe.

Output
2S+1	4
E_LUMO (alpha / beta)	-6.952 / -8.600	eV
E_tot	-1849.68703	a.u.
total charge	+2
orbital gap (alpha / beta)	6.3 / 5.5	eV
energy above the lowest of the compared OMol25 structures with the same formula, charge and spin	619.84	kJ/mol

Geometry (Å):
P (-1.061, -1.820, -1.634)
P (-0.376, 1.228, -1.634)
C (-1.326, -0.975, -3.261)
C (-0.492, 0.303, -3.328)
H (-2.384, -0.770, -3.399)
H (-1.051, -1.710, -4.029)
H (0.525, 0.018, -3.602)
H (-0.830, 0.963, -4.140)
C (-1.429, 2.747, -1.949)
H (-1.230, 3.503, -1.155)
H (-2.487, 2.451, -1.931)
H (-1.242, 3.317, -2.892)
C (1.120, 2.487, -2.382)
H (0.828, 2.216, -3.473)
H (2.086, 2.010, -2.670)
H (0.695, 3.488, -2.737)
C (-2.118, -3.274, -1.870)
H (-1.692, -4.132, -1.339)
H (-2.207, -3.527, -2.934)
H (-3.123, -3.094, -1.494)
C (0.535, -2.655, -1.961)
H (1.438, -2.106, -1.667)
H (0.627, -2.864, -3.042)
H (0.516, -3.618, -1.414)
Re (-1.089, -0.294, -0.178)
C (2.746, 2.934, -0.242)
C (2.079, 3.430, -1.287)
C (-3.241, 0.587, -0.280)
C (-2.954, -0.776, -0.451)
C (3.655, -1.699, -1.576)
C (3.875, -0.637, -0.830)
C (2.824, 0.460, -0.954)
C (2.777, 1.489, 0.183)
C (-0.364, -1.926, 0.970)
H (3.322, 3.564, 0.467)
H (1.953, 4.530, -1.440)
H (-3.551, 1.195, -1.128)
H (-3.761, 0.897, 0.651)
H (-1.737, 0.027, 1.564)
H (-3.612, -1.639, -0.269)
H (4.137, -2.632, -1.916)
H (4.787, -0.375, -0.277)
H (1.855, -0.032, -1.106)
H (3.029, 0.978, -1.906)
H (1.881, 1.241, 0.793)
H (3.617, 1.253, 0.849)
H (0.349, -1.455, 1.670)
H (0.112, -2.796, 0.492)
H (-1.180, -2.292, 1.608)
Te (-0.763, 1.373, 2.177)
C (-0.738, 0.399, 4.131)
C (-1.864, 0.119, 4.931)
C (-1.703, -0.300, 6.263)
C (-0.413, -0.463, 6.797)
C (0.704, -0.269, 5.979)
C (0.548, 0.140, 4.646)
H (-2.868, 0.235, 4.505)
H (-2.571, -0.518, 6.890)
H (-0.285, -0.777, 7.836)
H (1.709, -0.445, 6.379)
H (1.410, 0.285, 3.997)

---

Entry 9:
Density functional theory data (ωB97M-V/def2-TZVPD) for a structure of composition C9H9Cl5OsSbTe.

Output
2S+1	5
E_LUMO (alpha / beta)	-4.905 / -5.667	eV
E_tot	-3247.87805	a.u.
total charge	+1
orbital gap (alpha / beta)	6.4 / 6.3	eV
energy above the lowest of the compared OMol25 structures with the same formula, charge and spin	23.48	kJ/mol

Geometry (Å):
Os (0.025, 0.035, -0.341)
Cl (-0.624, 2.538, 0.517)
C (1.104, 2.378, 0.704)
C (1.557, 1.103, 0.392)
C (2.922, 0.853, 0.436)
Cl (3.469, -0.716, -0.019)
C (3.807, 1.861, 0.812)
Cl (5.483, 1.542, 0.866)
C (3.315, 3.128, 1.154)
Cl (4.393, 4.357, 1.639)
C (1.940, 3.401, 1.096)
Cl (1.314, 4.940, 1.488)
C (-1.316, 0.493, -4.125)
Sb (-0.446, -0.905, -2.763)
C (-1.746, -2.583, -2.970)
C (1.259, -1.569, -3.854)
H (-1.433, 0.009, -5.093)
H (-0.670, 1.362, -4.231)
H (-2.289, 0.810, -3.758)
H (-1.828, -2.827, -4.027)
H (-2.728, -2.342, -2.571)
H (-1.331, -3.428, -2.425)
H (0.931, -1.893, -4.840)
H (1.726, -2.401, -3.331)
H (1.979, -0.760, -3.955)
Te (0.207, -1.687, 1.439)

---

Entry 10:
Density functional theory data (ωB97M-V/def2-TZVPD) for a structure of composition C26H22F5InN7O3.

Output
2S+1	1
E_LUMO	-2.688	eV
E_tot	-2302.23708	a.u.
total charge	+1
orbital gap	7.9	eV

Geometry (Å):
In (-0.381, 0.625, 0.159)
C (-3.471, 0.993, -1.201)
N (-3.015, 0.715, 0.162)
C (-3.573, -0.490, 0.781)
C (-2.530, -1.541, 1.011)
N (-1.253, -1.282, 1.148)
C (-0.629, -2.488, 1.475)
C (0.694, -2.784, 1.780)
C (0.992, -4.092, 2.104)
C (0.005, -5.087, 2.138)
C (-1.317, -4.802, 1.860)
C (-1.610, -3.486, 1.532)
N (-2.805, -2.841, 1.231)
C (-2.414, 0.665, -2.209)
N (-1.137, 0.646, -1.934)
C (-0.457, 0.493, -3.139)
C (0.902, 0.485, -3.431)
C (1.259, 0.356, -4.757)
C (0.298, 0.240, -5.771)
C (-1.054, 0.270, -5.498)
C (-1.409, 0.408, -4.163)
N (-2.641, 0.521, -3.529)
H (-4.394, 0.458, -1.441)
H (-3.680, 2.061, -1.303)
H (-3.195, 1.517, 0.748)
H (-3.999, -0.238, 1.756)
H (-4.381, -0.908, 0.175)
H (1.459, -2.021, 1.777)
H (2.012, -4.356, 2.345)
H (0.285, -6.099, 2.395)
H (-2.083, -5.564, 1.909)
H (-3.708, -3.282, 1.179)
H (1.635, 0.592, -2.646)
H (2.306, 0.357, -5.028)
H (0.626, 0.132, -6.797)
H (-1.794, 0.200, -6.285)
H (-3.537, 0.526, -3.985)
C (0.133, 3.259, 3.765)
C (-0.126, 2.657, 2.425)
N (-0.700, 1.517, 2.278)
O (-1.029, 0.823, 3.429)
C (0.281, 3.367, 1.217)
C (0.819, 4.766, 1.262)
N (0.203, 2.717, 0.087)
O (0.484, 3.186, -1.051)
H (0.064, 2.498, 4.537)
H (-0.604, 4.034, 3.981)
H (1.119, 3.720, 3.786)
H (-1.153, -0.082, 3.118)
H (0.223, 5.408, 1.911)
H (0.818, 5.169, 0.253)
H (1.848, 4.773, 1.629)
F (6.421, -0.904, 0.995)
C (5.145, -0.813, 0.629)
C (4.685, -1.491, -0.492)
F (5.528, -2.235, -1.200)
C (3.362, -1.398, -0.878)
F (2.944, -2.058, -1.959)
C (2.434, -0.623, -0.166)
O (1.180, -0.545, -0.553)
C (2.942, 0.033, 0.957)
F (2.053, 0.757, 1.684)
C (4.259, -0.045, 1.362)
F (4.663, 0.609, 2.447)

---

Entry 11:
Density functional theory data (ωB97M-V/def2-TZVPD) for a structure of composition C19H22IN6O7Ru.

Output
2S+1	6
E_LUMO (alpha / beta)	3.346 / 2.833	eV
E_tot	-1984.67866	a.u.
total charge	-2
orbital gap (alpha / beta)	1.9 / 4.9	eV
energy above the lowest of the compared OMol25 structures with the same formula, charge and spin	113.18	kJ/mol

Geometry (Å):
C (2.085, -0.426, -3.216)
I (1.411, -2.804, -0.561)
H (2.909, -1.125, -2.995)
H (2.433, 0.599, -3.386)
H (1.577, -0.809, -4.121)
C (-3.600, -2.056, 0.439)
C (-2.853, -2.843, 1.214)
N (-1.552, -2.654, 0.857)
C (-1.475, -1.853, -0.258)
N (-2.768, -1.375, -0.404)
H (-4.641, -1.925, 0.416)
H (-3.079, -3.547, 1.946)
C (2.248, 3.080, 0.461)
C (1.581, 1.030, -0.232)
N (1.262, 2.356, -0.173)
H (4.119, 2.300, 1.321)
N (2.761, 0.960, 0.429)
H (2.186, 4.137, 0.590)
Ru (0.332, -0.679, -0.458)
C (0.416, -0.286, -2.333)
O (-0.256, 0.301, -3.202)
C (3.183, 2.186, 0.822)
C (3.557, -0.246, 0.566)
H (4.343, -0.050, 1.298)
H (4.041, -0.506, -0.375)
H (2.908, -1.098, 0.819)
C (0.115, 3.061, -0.749)
H (0.462, 3.844, -1.454)
H (-0.494, 3.550, 0.040)
H (-0.488, 2.369, -1.350)
C (-3.270, -0.362, -1.321)
H (-4.120, -0.804, -1.852)
H (-2.471, -0.095, -2.032)
H (-3.640, 0.516, -0.763)
C (-0.473, -3.307, 1.547)
H (0.225, -2.620, 2.031)
H (0.074, -3.930, 0.815)
H (-0.897, -4.029, 2.224)
O (-0.268, -0.337, 2.376)
C (-1.034, 0.561, 1.876)
O (-1.096, 0.922, 0.651)
C (-1.995, 1.342, 2.786)
C (-2.375, 2.656, 2.421)
C (-3.293, 3.387, 3.187)
C (-3.871, 2.777, 4.307)
C (-3.537, 1.465, 4.681)
C (-2.564, 0.765, 3.941)
N (-4.219, 0.815, 5.763)
O (-5.103, 1.466, 6.356)
O (-3.906, -0.359, 6.056)
N (-3.607, 4.752, 2.817)
O (-3.032, 5.281, 1.836)
O (-4.446, 5.333, 3.538)
H (-1.971, 3.183, 1.558)
H (-4.609, 3.309, 4.858)
H (-2.265, -0.237, 4.264)

---

Entry 12:
Density functional theory data (ωB97M-V/def2-TZVPD) for a cluster of 2 separate species, C2H5N2O2 in total.

Output
2S+1	1
E_LUMO	4.257	eV
E_tot	-339.26945	a.u.
total charge	-1
orbital gap	8.9	eV
energy above the lowest of the compared OMol25 structures with the same formula, charge and spin	16.28	kJ/mol

Geometry (Å):
N (0.378, -0.511, 0.446)
C (1.702, -0.365, 0.366)
N (2.575, -1.179, 0.866)
H (0.152, -1.341, 0.973)
H (-0.383, 0.114, -0.057)
H (2.006, 0.618, -0.041)
H (3.523, -0.857, 0.705)
O (-1.238, 0.960, -0.867)
C (-2.497, 0.865, -0.806)
O (-3.176, -0.002, -0.275)
H (-3.044, 1.697, -1.310)